(1)
Computed, not measured: a cluster of 8 separate species, C10H32N2O12 in total at a distorted geometry, with ωB97M-V with the def2-TZVPD basis set.

Element x y z (Å)
C1 -3.019 -1.607 1.816
N1 -2.084 -2.480 2.580
O1 -2.181 -3.669 2.379
O2 -1.238 -1.941 3.257
H1 -4.004 -2.054 1.863
H2 -2.617 -1.645 0.803
H3 -2.965 -0.572 2.133
C2 3.071 -2.013 -1.867
N2 4.062 -0.947 -1.670
O3 4.979 -0.864 -2.447
O4 3.917 -0.229 -0.707
H4 3.073 -2.331 -2.906
H5 2.077 -1.665 -1.617
H6 3.379 -2.859 -1.256
C3 -2.486 -0.781 -2.432
O5 -3.372 -1.848 -2.100
C4 -4.322 -2.206 -2.940
O6 -4.600 -1.700 -3.991
O7 -4.964 -3.237 -2.393
C5 -6.046 -3.780 -3.118
H7 -2.013 -0.957 -3.393
H8 -1.756 -0.744 -1.624
H9 -3.030 0.161 -2.339
H10 -5.903 -3.788 -4.197
H11 -6.957 -3.195 -2.950
H12 -6.224 -4.775 -2.721
C6 2.469 4.228 -0.753
O8 3.565 4.987 -1.204
H13 1.958 3.747 -1.586
H14 2.762 3.410 -0.084
H15 1.709 4.782 -0.187
H16 4.077 5.244 -0.432
C7 3.491 2.072 2.426
O9 2.182 2.015 2.934
H17 4.210 1.879 3.220
H18 3.668 1.291 1.669
H19 3.709 3.015 1.914
H20 1.543 2.090 2.211
C8 0.742 0.123 0.588
O10 0.595 1.550 0.605
H21 1.680 -0.169 1.049
H22 -0.088 -0.302 1.161
H23 0.694 -0.227 -0.446
H24 -0.334 1.710 0.362
C9 3.074 -1.481 3.226
O11 3.897 -2.283 4.056
H25 2.416 -2.136 2.659
H26 2.495 -0.726 3.766
H27 3.670 -0.922 2.492
H28 4.524 -1.703 4.496
C10 -2.140 3.447 -0.660
O12 -2.105 2.369 0.263
H29 -3.029 3.421 -1.296
H30 -2.115 4.427 -0.185
H31 -1.293 3.337 -1.333
H32 -2.803 2.534 0.906

Atoms 1-2, force components in eV/Å:
0.3 0.0 -0.5
0.1 0.4 -0.3

## Properties
Total charge: 0
HOMO-LUMO gap in eV: 9.717
Relative energy (zero: lowest compared OMol25 entry of this formula, charge and spin) in kJ/mol: 14.75

(2)
Computed, not measured: a cluster of 8 separate species, C10H33F3N12O9 in total at a distorted geometry, with ωB97M-V with the def2-TZVPD basis set.

Element x y z (Å)
O1 -3.564 0.869 -5.644
H1 -3.297 0.926 -6.585
H2 -4.564 0.633 -5.576
H3 -3.533 1.801 -5.277
C1 -6.233 -1.352 -5.639
O2 -5.047 -1.983 -6.159
O3 -5.971 -0.048 -5.463
C2 -7.512 -1.704 -6.401
F1 -7.646 -3.042 -6.538
F2 -8.621 -1.342 -5.693
F3 -7.645 -1.128 -7.597
C3 -4.958 -3.386 -6.114
C4 -3.487 -3.721 -6.432
H4 -2.847 -3.648 -5.553
H5 -3.360 -4.690 -6.917
H6 -3.107 -2.968 -7.129
H7 -5.572 -3.969 -6.801
H8 -5.149 -3.769 -5.104
H9 -6.411 -1.785 -4.633
C5 -4.960 4.033 -4.552
O4 -4.210 3.073 -4.483
N1 -4.712 5.110 -5.389
N2 -6.082 4.192 -3.811
H10 -5.453 5.751 -5.608
H11 -3.904 5.185 -5.981
H12 -6.476 5.104 -3.691
H13 -6.316 3.415 -3.206
C6 -4.748 3.087 -8.817
O5 -4.244 2.275 -8.055
N3 -5.493 4.182 -8.490
N4 -4.519 2.961 -10.166
H14 -5.885 4.788 -9.182
H15 -5.715 4.323 -7.520
H16 -4.744 3.720 -10.779
H17 -3.981 2.156 -10.472
C7 -3.745 -0.758 -10.007
O6 -3.256 0.136 -10.695
N5 -4.352 -0.527 -8.790
N6 -3.595 -2.095 -10.276
H18 -4.613 0.430 -8.636
H19 -3.843 -0.983 -8.047
H20 -4.000 -2.738 -9.621
H21 -2.855 -2.407 -10.878
C8 -0.777 -0.905 -6.530
O7 -1.553 -0.519 -7.398
N7 -0.133 -0.038 -5.681
N8 -0.314 -2.196 -6.445
H22 -0.412 0.943 -5.705
H23 0.476 -0.394 -4.971
H24 0.412 -2.363 -5.779
H25 -0.636 -2.848 -7.133
C9 -1.011 3.489 -6.275
O8 -1.380 2.430 -5.782
N9 -1.656 4.044 -7.350
N10 0.160 4.105 -5.915
H26 -1.381 4.968 -7.630
H27 -2.019 3.427 -8.061
H28 0.503 3.839 -5.009
H29 0.552 4.792 -6.526
C10 -7.398 1.366 -2.133
O9 -7.461 1.863 -1.018
N11 -8.516 0.896 -2.774
N12 -6.293 1.359 -2.960
H30 -8.518 0.524 -3.709
H31 -9.363 0.810 -2.244
H32 -6.370 0.697 -3.733
H33 -5.433 1.438 -2.438

Atoms 1-2, force components in eV/Å:
0.0 0.6 0.1
0.0 -0.1 0.2

## Properties
Total charge: 0
HOMO-LUMO gap in eV: 8.219
Relative energy (zero: lowest compared OMol25 entry of this formula, charge and spin) in kJ/mol: 58.63

(3)
Computed, not measured: a structure of composition C10H35BrN13O7Y at a distorted geometry, with ωB97M-V with the def2-TZVPD basis set.

Element x y z (Å)
Y1 0.303 0.134 0.420
Br1 2.405 0.283 2.333
C1 -0.736 3.297 1.553
O1 -0.573 2.200 0.973
N1 -0.017 4.403 1.349
N2 -1.732 3.396 2.441
H1 0.865 4.540 0.888
H2 -0.256 5.192 1.929
H3 -1.777 4.234 2.993
H4 -2.353 2.614 2.493
C2 0.628 -3.329 1.443
O2 0.684 -2.216 0.913
N3 1.522 -3.793 2.343
N4 -0.425 -4.186 1.340
H5 1.508 -4.742 2.671
H6 2.408 -3.356 2.542
H7 -0.472 -4.984 1.941
H8 -1.168 -3.903 0.726
C3 -0.571 1.176 -2.944
O3 -0.268 0.899 -1.782
N5 -1.818 1.468 -3.364
N6 0.302 1.185 -3.990
H9 -2.668 1.219 -2.890
H10 -1.958 2.014 -4.196
H11 1.280 1.067 -3.784
H12 -0.091 1.204 -4.911
C4 3.368 -1.223 -1.192
O4 2.200 -0.919 -0.937
N7 3.701 -2.261 -2.008
N8 4.460 -0.662 -0.632
H13 2.966 -2.743 -2.494
H14 4.651 -2.482 -2.235
H15 4.267 -0.032 0.136
H16 5.308 -1.177 -0.752
C5 -0.945 0.068 3.828
O5 -0.835 0.067 2.589
N9 -1.901 0.709 4.518
N10 0.034 -0.457 4.618
H17 -1.898 0.555 5.510
H18 -2.737 0.914 3.997
H19 0.855 -0.648 4.051
H20 -0.019 -0.467 5.617
C6 2.163 2.981 -1.040
O6 1.753 2.054 -0.342
N11 3.486 3.283 -1.132
N12 1.397 3.909 -1.647
H21 3.731 3.875 -1.907
H22 4.229 2.657 -0.866
H23 0.430 3.975 -1.374
H24 1.784 4.604 -2.255
C7 -4.159 -1.487 -0.170
C8 -2.593 -1.361 -0.190
C9 -2.092 -1.702 -1.582
O7 -0.685 -1.636 -1.536
C10 -0.104 -2.507 -2.513
N13 -2.058 -0.065 0.203
H25 -4.543 -2.262 -0.831
H26 -4.507 -0.476 -0.390
H27 -4.501 -1.795 0.818
H28 -2.231 -2.158 0.462
H29 -2.562 -0.988 -2.273
H30 -2.470 -2.668 -1.924
H31 0.883 -2.112 -2.732
H32 -0.732 -2.600 -3.401
H33 -0.052 -3.531 -2.133
H34 -2.488 0.168 1.097
H35 -2.580 0.582 -0.390

Atoms 1-2, force components in eV/Å:
2.0 0.1 -0.3
0.0 0.0 -0.1

## Properties
Total charge: +2
HOMO-LUMO gap in eV: 8.782
Relative energy (zero: lowest compared OMol25 entry of this formula, charge and spin) in kJ/mol: 76.40

(4)
Computed, not measured: a structure of composition C10H37AgN2O8 at a distorted geometry, with ωB97M-V with the def2-TZVPD basis set.

Element x y z (Å)
Ag1 3.865 10.131 1.206
O1 5.058 11.799 1.910
H1 5.319 12.736 1.873
C1 7.606 9.184 1.142
C2 6.650 8.030 1.471
C3 7.291 6.955 2.366
O2 8.300 6.308 1.634
C4 8.770 5.164 2.329
N1 5.440 8.576 2.115
H2 8.564 8.795 0.794
H3 7.904 9.703 2.051
H4 7.164 9.817 0.375
H5 6.316 7.479 0.591
H6 6.546 6.240 2.742
H7 7.709 7.406 3.276
H8 9.629 4.738 1.817
H9 7.958 4.430 2.320
H10 9.048 5.376 3.365
H11 5.698 9.096 2.957
H12 4.845 7.830 2.470
C5 0.613 14.296 2.060
C6 1.463 14.859 0.926
C7 1.533 16.377 0.838
O3 2.227 16.856 -0.287
C8 1.562 16.707 -1.520
N2 2.839 14.290 0.817
H13 1.017 14.557 3.042
H14 0.570 13.203 2.072
H15 -0.430 14.605 2.006
H16 0.995 14.443 0.025
H17 2.130 16.749 1.678
H18 0.553 16.859 0.937
H19 2.293 16.985 -2.279
H20 0.674 17.340 -1.597
H21 1.294 15.668 -1.740
H22 3.257 14.453 1.735
H23 3.299 14.922 0.165
O4 2.394 11.579 0.217
H24 1.530 11.611 -0.207
H25 2.531 12.489 0.602
O5 6.631 10.809 3.864
H26 7.218 11.458 4.267
H27 6.018 11.329 3.311
O6 2.793 10.594 3.156
H28 2.433 9.777 3.525
H29 2.401 11.298 3.691
C9 5.080 13.940 4.427
O7 3.910 13.644 3.655
H30 5.202 13.306 5.306
H31 6.003 13.802 3.854
H32 4.970 14.989 4.690
H33 4.147 12.998 2.960
C10 7.783 13.484 0.923
O8 7.051 12.666 0.018
H34 8.619 13.889 0.353
H35 7.207 14.316 1.338
H36 8.283 12.917 1.715
H37 6.415 12.182 0.563

Atoms 1-2, force components in eV/Å:
0.7 0.3 -0.8
0.8 -0.1 0.7

## Properties
Total charge: +1
HOMO-LUMO gap (alpha / beta) in eV: 8.941 / 4.917
Spin multiplicity: 2

| no. | E (eV) |
| --- | --- |
| 1 | -38431.0307 |
| 2 | -55372.6091 |
| 3 | -115727.7854 |
| 4 | -34319.5110 |